Below is a structure of composition C51H45N5OOsP in a non-equilibrium geometry, with properties calculated with the ωB97M-V functional and the def2-TZVPD basis.

Output
* HOMO energy (spin up / spin down): -9.60 / -9.63 eV
* energy: -2751.22979 a.u.
* gap between HOMO and LUMO (spin up / spin down): 6.23 / 6.23 eV
* net charge: +1

Positions of all 104 atoms, in Å:
Os (0.53, -0.18, 0.22)
N (1.25, -1.94, 2.98)
C (0.93, -0.64, 3.25)
C (0.92, -0.26, 4.60)
C (0.72, 1.05, 4.93)
C (0.54, 1.99, 3.91)
C (0.51, 1.54, 2.62)
N (0.66, 0.24, 2.27)
C (1.66, -2.59, 1.83)
C (2.16, -3.89, 1.99)
C (2.57, -4.59, 0.88)
C (2.50, -3.98, -0.37)
C (2.01, -2.70, -0.44)
N (1.60, -2.00, 0.64)
H (1.28, -2.53, 3.80)
H (1.11, -1.00, 5.35)
H (0.72, 1.36, 5.97)
H (0.41, 3.04, 4.12)
H (0.39, 2.23, 1.80)
H (2.19, -4.33, 2.97)
H (2.94, -5.60, 0.99)
H (2.80, -4.48, -1.27)
H (1.92, -2.19, -1.38)
O (3.09, 2.72, -0.42)
N (1.71, 2.84, -0.41)
C (1.34, 3.87, 0.24)
C (-0.08, 4.23, 0.34)
C (-0.31, 5.57, 0.66)
C (-1.58, 6.11, 0.66)
C (-2.65, 5.30, 0.33)
C (-2.44, 3.96, 0.07)
C (-1.16, 3.38, 0.10)
P (-1.16, 1.54, -0.25)
C (-1.63, 1.64, -2.01)
C (-2.92, 1.57, -2.52)
C (-3.14, 1.79, -3.88)
C (-2.09, 2.11, -4.72)
C (-0.81, 2.22, -4.20)
C (-0.58, 1.98, -2.86)
C (-2.62, 1.04, 0.76)
C (-3.56, 0.11, 0.32)
C (-4.63, -0.25, 1.13)
C (-4.76, 0.29, 2.39)
C (-3.83, 1.21, 2.85)
C (-2.77, 1.59, 2.03)
H (3.24, 1.85, -0.82)
H (2.08, 4.55, 0.66)
H (0.54, 6.21, 0.87)
H (-1.73, 7.16, 0.89)
H (-3.66, 5.69, 0.29)
H (-3.30, 3.35, -0.17)
H (-3.77, 1.37, -1.88)
H (-4.15, 1.71, -4.27)
H (-2.27, 2.27, -5.77)
H (0.02, 2.48, -4.85)
H (0.43, 2.05, -2.46)
H (-3.44, -0.37, -0.64)
H (-5.34, -0.98, 0.76)
H (-5.60, 0.01, 3.02)
H (-3.92, 1.64, 3.84)
H (-2.08, 2.33, 2.40)
C (2.93, -0.31, -3.31)
C (3.86, -0.30, -2.14)
C (5.22, -0.50, -2.34)
C (6.12, -0.43, -1.30)
C (5.68, -0.14, -0.02)
C (4.33, 0.07, 0.24)
C (3.88, 0.43, 1.62)
C (3.40, -0.04, -0.83)
N (2.07, 0.27, -0.61)
H (3.46, -0.64, -4.21)
H (2.52, 0.68, -3.51)
H (2.08, -0.98, -3.17)
H (5.57, -0.70, -3.35)
H (7.18, -0.59, -1.48)
H (6.38, -0.06, 0.80)
H (4.74, 0.62, 2.26)
H (3.30, -0.38, 2.07)
H (3.24, 1.32, 1.61)
C (-1.15, -1.93, -5.25)
C (-0.27, -1.23, -4.43)
C (-0.41, -1.28, -3.05)
C (-1.42, -2.02, -2.45)
C (-2.30, -2.71, -3.29)
C (-2.17, -2.67, -4.67)
C (-1.60, -2.18, -1.00)
C (-1.02, -1.64, 0.09)
C (-1.42, -2.34, 1.35)
C (-1.91, -1.67, 2.47)
C (-2.25, -2.34, 3.64)
C (-2.08, -3.72, 3.73)
C (-1.59, -4.41, 2.63)
C (-1.27, -3.73, 1.46)
H (-1.04, -1.91, -6.32)
H (0.52, -0.65, -4.88)
H (0.28, -0.71, -2.44)
H (-3.09, -3.30, -2.84)
H (-2.87, -3.22, -5.29)
H (-2.35, -2.94, -0.80)
H (-2.05, -0.59, 2.44)
H (-2.65, -1.79, 4.48)
H (-2.34, -4.24, 4.64)
H (-1.45, -5.48, 2.68)
H (-0.87, -4.28, 0.62)

Results of the Löwdin charge analysis, in e, for atoms 1 through 8: 1.276, 0.159, -0.293, 0.016, -0.026, -0.034, -0.140, -0.031

Below is a structure of composition C51H46BrN5NiO6S3Sb in a non-equilibrium geometry, with properties calculated with the ωB97M-V functional and the def2-TZVPD basis.

Output
* HOMO energy: -5.42 eV
* energy: -8213.41861 a.u.
* gap between HOMO and LUMO: 7.07 eV
* net charge: -1

Positions of all 114 atoms, in Å:
Ni (0.45, 0.75, 0.45)
C (1.45, 3.82, -0.12)
O (0.29, 3.10, -0.53)
C (-0.88, 3.81, -0.49)
C (-0.91, 5.14, -0.10)
C (-2.13, 5.82, -0.07)
Br (-2.13, 7.65, 0.44)
C (-3.30, 5.20, -0.40)
C (-3.28, 3.86, -0.79)
C (-2.07, 3.17, -0.89)
O (-2.13, 1.91, -1.35)
C (-4.57, 3.22, -1.09)
N (-5.69, 3.88, -1.26)
C (-6.65, 2.90, -1.48)
C (-8.02, 3.03, -1.73)
C (-8.75, 1.88, -1.94)
C (-8.14, 0.61, -1.91)
C (-6.79, 0.47, -1.67)
C (-6.06, 1.63, -1.45)
N (-4.73, 1.86, -1.19)
H (1.32, 4.21, 0.89)
H (1.67, 4.63, -0.82)
H (2.27, 3.11, -0.12)
H (-0.01, 5.65, 0.18)
H (-4.25, 5.71, -0.35)
H (-1.31, 1.32, -1.30)
H (-8.47, 4.01, -1.76)
H (-9.81, 1.95, -2.14)
H (-8.75, -0.27, -2.09)
H (-6.33, -0.51, -1.66)
H (-3.99, 1.20, -1.04)
O (-0.60, -0.52, 4.05)
S (0.38, -0.05, 3.10)
O (1.74, 0.09, 3.62)
O (0.41, -0.90, 1.84)
S (-0.16, 1.79, 2.33)
N (0.02, 0.05, -1.26)
C (-0.43, -1.08, -1.39)
N (0.02, -2.39, -0.96)
C (1.08, -2.82, -0.25)
N (2.02, -3.24, 0.26)
O (-2.49, -0.43, 0.48)
S (-2.48, -1.64, 1.36)
C (-4.25, -2.04, 1.48)
C (-4.59, -3.34, 2.16)
C (-4.43, -3.46, 3.53)
C (-4.70, -4.67, 4.17)
C (-5.15, -5.76, 3.43)
C (-5.31, -5.64, 2.06)
C (-5.03, -4.43, 1.43)
C (-1.93, -3.12, 0.41)
C (-1.34, -2.98, -1.00)
C (-1.34, -4.32, -1.68)
C (-1.40, -4.42, -3.00)
C (-1.54, -3.24, -3.86)
C (-1.74, -2.03, -3.35)
C (-1.74, -1.75, -1.89)
H (-4.62, -1.98, 0.46)
H (-4.62, -1.19, 2.04)
H (-4.07, -2.62, 4.11)
H (-4.57, -4.75, 5.24)
H (-5.36, -6.69, 3.93)
H (-5.66, -6.48, 1.48)
H (-5.17, -4.34, 0.35)
H (-2.78, -3.80, 0.38)
H (-1.17, -3.58, 1.04)
H (-1.27, -5.20, -1.05)
H (-1.35, -5.40, -3.47)
H (-1.53, -3.38, -4.94)
H (-1.90, -1.18, -4.01)
H (-2.61, -1.18, -1.57)
C (3.74, 2.39, 2.98)
C (4.51, 2.82, 1.76)
C (5.33, 3.95, 1.81)
C (6.03, 4.39, 0.70)
C (5.93, 3.69, -0.50)
C (5.13, 2.56, -0.55)
C (4.42, 2.11, 0.56)
Sb (3.17, 0.36, 0.49)
C (3.72, -0.33, -1.48)
C (4.37, -1.56, -1.58)
C (4.70, -2.11, -2.82)
C (4.37, -1.43, -3.98)
C (3.71, -0.21, -3.89)
C (3.37, 0.35, -2.66)
C (2.67, 1.68, -2.65)
C (4.43, -0.95, 1.62)
C (3.75, -1.83, 2.47)
C (4.45, -2.71, 3.28)
C (5.83, -2.72, 3.25)
C (6.50, -1.87, 2.39)
C (5.83, -0.97, 1.56)
C (6.67, -0.10, 0.66)
H (3.99, 3.02, 3.84)
H (3.94, 1.35, 3.25)
H (2.66, 2.45, 2.81)
H (5.41, 4.50, 2.75)
H (6.66, 5.27, 0.76)
H (6.47, 4.01, -1.37)
H (5.09, 1.99, -1.48)
H (4.60, -2.12, -0.69)
H (5.19, -3.07, -2.86)
H (4.62, -1.84, -4.95)
H (3.44, 0.32, -4.79)
H (2.20, 1.88, -3.61)
H (3.36, 2.50, -2.44)
H (1.88, 1.71, -1.90)
H (2.68, -1.83, 2.49)
H (3.90, -3.38, 3.93)
H (6.39, -3.41, 3.87)
H (7.59, -1.89, 2.34)
H (7.62, -0.59, 0.46)
H (6.88, 0.86, 1.14)
H (6.19, 0.11, -0.29)

Results of the Löwdin charge analysis, in e, for atoms 1 through 8: 0.064, -0.084, -0.157, -0.200, -0.064, -0.676, 0.708, -0.080

Below is a structure of composition C51H47CsN10O4S3 in a non-equilibrium geometry, with properties calculated with the ωB97M-V functional and the def2-TZVPD basis.

Output
* HOMO energy: -2.35 eV
* energy: -4034.83319 a.u.
* gap between HOMO and LUMO: 5.96 eV
* net charge: -2
* ΔE to the lowest compared entry with this formula, charge and spin: 0.0 kcal/mol

Positions of all 116 atoms, in Å:
Cs (-1.24, 1.10, -0.85)
N (-5.42, 3.52, -0.53)
C (-4.15, 3.83, -0.98)
S (-3.00, 4.28, 0.23)
N (-3.93, 3.62, -2.26)
N (-2.59, 3.64, -2.49)
C (-2.24, 3.65, -3.71)
C (-0.78, 3.53, -4.00)
C (-0.27, 3.92, -5.26)
C (1.08, 3.77, -5.54)
C (1.85, 3.18, -4.55)
C (1.31, 2.83, -3.31)
N (0.03, 2.96, -3.05)
H (-5.61, 3.32, 0.46)
H (-5.92, 2.94, -1.19)
H (-2.99, 3.63, -4.50)
H (-0.98, 4.38, -5.94)
H (1.52, 4.07, -6.49)
H (2.91, 3.02, -4.71)
H (1.94, 2.37, -2.55)
C (3.10, -3.99, -0.61)
C (2.78, -4.49, 0.64)
C (1.50, -4.23, 1.17)
C (0.59, -3.46, 0.47)
C (0.98, -2.85, -0.72)
C (2.23, -3.09, -1.23)
N (-0.71, -3.43, 1.01)
N (-1.40, -2.51, 0.50)
C (-2.78, -2.52, 1.00)
C (-3.44, -3.75, 1.10)
C (-4.74, -3.70, 1.58)
C (-5.29, -2.47, 1.99)
C (-4.59, -1.27, 1.84)
C (-3.26, -1.23, 1.26)
H (4.04, -4.21, -1.08)
H (3.51, -5.08, 1.21)
H (1.20, -4.61, 2.14)
H (0.26, -2.27, -1.26)
H (2.58, -2.63, -2.17)
H (-2.99, -4.68, 0.80)
H (-5.36, -4.58, 1.63)
H (-6.35, -2.44, 2.30)
H (-5.09, -0.34, 2.05)
C (3.22, -2.49, 4.13)
C (3.44, -1.78, 2.84)
C (4.69, -1.52, 2.29)
C (4.84, -0.74, 1.17)
C (3.74, -0.30, 0.44)
C (2.51, -0.67, 0.94)
C (2.33, -1.34, 2.14)
S (3.87, 0.71, -1.03)
O (3.65, 2.11, -0.66)
O (5.21, 0.43, -1.56)
N (2.63, 0.20, -1.81)
C (2.50, -0.32, -3.03)
C (3.52, -0.32, -4.03)
C (3.30, -0.93, -5.25)
C (2.05, -1.56, -5.51)
C (1.10, -1.43, -4.48)
N (1.30, -0.89, -3.30)
H (3.35, -3.59, 3.95)
H (2.24, -2.30, 4.54)
H (4.01, -2.20, 4.83)
H (5.62, -1.77, 2.84)
H (5.84, -0.53, 0.83)
H (1.63, -0.43, 0.34)
H (1.34, -1.56, 2.46)
H (4.50, 0.07, -3.82)
H (4.07, -0.96, -5.99)
H (1.90, -2.14, -6.39)
H (0.13, -1.84, -4.68)
O (0.79, 1.53, 1.21)
S (0.52, 3.00, 1.28)
C (-0.46, 3.35, 2.82)
C (-0.38, 2.25, 3.80)
C (-0.94, 1.02, 3.43)
C (-0.71, -0.11, 4.20)
C (-0.03, 0.00, 5.38)
C (0.40, 1.23, 5.82)
C (0.25, 2.35, 5.05)
C (2.03, 3.95, 1.64)
C (2.78, 3.54, 2.87)
C (2.90, 4.33, 3.98)
C (3.49, 3.84, 5.16)
C (4.06, 2.57, 5.13)
C (4.04, 1.80, 3.97)
C (3.37, 2.27, 2.85)
H (-1.49, 3.47, 2.52)
H (-0.05, 4.30, 3.20)
H (-1.55, 0.98, 2.55)
H (-1.07, -1.05, 3.80)
H (0.23, -0.89, 5.94)
H (1.00, 1.33, 6.75)
H (0.62, 3.31, 5.38)
H (1.62, 4.98, 1.66)
H (2.65, 3.74, 0.76)
H (2.48, 5.33, 4.02)
H (3.45, 4.45, 6.05)
H (4.55, 2.13, 5.99)
H (4.54, 0.87, 3.95)
H (3.42, 1.71, 1.93)
N (-6.67, -4.56, -3.77)
C (-6.88, -3.24, -3.40)
O (-7.99, -2.75, -3.33)
C (-5.65, -2.39, -3.28)
C (-5.32, -1.75, -2.09)
C (-4.09, -1.04, -2.08)
N (-3.34, -0.83, -3.16)
C (-3.67, -1.49, -4.25)
C (-4.77, -2.34, -4.35)
H (-7.51, -5.11, -3.82)
H (-5.79, -4.91, -3.47)
H (-5.91, -1.85, -1.21)
H (-3.73, -0.67, -1.10)
H (-3.02, -1.43, -5.12)
H (-4.99, -2.89, -5.25)

Results of the Löwdin charge analysis, in e, for atoms 1 through 8: 0.772, 0.012, -0.974, 0.397, -0.054, -0.102, -0.142, -0.233

Below is a structure of composition C51H47KN3O2P2SeTe, with properties calculated with the ωB97M-V functional and the def2-TZVPD basis.

Output
* HOMO energy: -3.45 eV
* energy: -6238.50142 a.u.
* gap between HOMO and LUMO: 5.13 eV
* net charge: -1

Positions of all 108 atoms, in Å:
K (-0.22, 1.26, -1.27)
Te (2.88, -1.68, -4.00)
C (4.28, -3.21, -3.66)
C (5.51, -3.15, -4.29)
C (6.44, -4.15, -4.06)
N (6.23, -5.19, -3.25)
C (5.04, -5.23, -2.65)
C (4.04, -4.28, -2.81)
C (1.92, -1.69, -2.04)
P (0.15, -1.49, -2.60)
C (-0.17, -2.94, -3.68)
C (-0.79, -2.77, -4.91)
C (-1.06, -3.85, -5.74)
C (-0.69, -5.13, -5.34)
C (-0.07, -5.32, -4.11)
C (0.19, -4.23, -3.29)
C (-1.04, -2.01, -1.27)
C (-0.77, -2.95, -0.28)
C (-1.78, -3.38, 0.56)
C (-3.08, -2.88, 0.43)
C (-3.35, -1.94, -0.55)
C (-2.33, -1.50, -1.38)
P (2.58, -0.03, -1.47)
C (4.40, -0.34, -1.37)
C (5.29, 0.66, -1.74)
C (6.67, 0.47, -1.64)
C (7.16, -0.74, -1.17)
C (6.28, -1.75, -0.80)
C (4.91, -1.54, -0.89)
C (2.41, 0.28, 0.38)
C (2.69, -0.64, 1.39)
C (2.75, -0.23, 2.71)
C (2.53, 1.10, 3.06)
C (2.24, 2.02, 2.07)
C (2.17, 1.60, 0.75)
H (5.78, -2.32, -4.94)
H (7.41, -4.11, -4.54)
H (4.87, -6.07, -1.99)
H (3.11, -4.35, -2.27)
H (-1.06, -1.76, -5.23)
H (-1.54, -3.69, -6.70)
H (-0.89, -5.98, -5.99)
H (0.23, -6.31, -3.80)
H (0.68, -4.37, -2.34)
H (0.24, -3.32, -0.16)
H (-1.56, -4.10, 1.35)
H (-3.85, -3.21, 1.11)
H (-4.34, -1.51, -0.63)
H (-2.53, -0.75, -2.14)
H (4.90, 1.59, -2.13)
H (7.34, 1.26, -1.94)
H (8.23, -0.90, -1.10)
H (6.66, -2.71, -0.45)
H (4.22, -2.33, -0.62)
H (2.85, -1.68, 1.14)
H (2.95, -0.96, 3.49)
H (2.55, 1.40, 4.10)
H (2.02, 3.05, 2.33)
H (1.92, 2.33, -0.03)
O (-2.12, 7.11, 2.45)
C (-0.76, 6.92, 2.12)
C (-0.64, 5.96, 0.97)
C (0.60, 5.68, 0.43)
C (0.70, 4.75, -0.59)
N (-0.36, 4.10, -1.08)
C (-1.56, 4.38, -0.58)
C (-1.74, 5.31, 0.44)
C (-2.74, 3.65, -1.20)
C (-4.04, 3.99, -0.90)
C (-5.09, 3.30, -1.49)
C (-6.52, 3.62, -1.14)
O (-6.69, 3.97, 0.22)
C (-4.77, 2.30, -2.39)
C (-3.44, 2.03, -2.65)
N (-2.44, 2.68, -2.07)
H (-2.17, 7.59, 3.28)
H (-0.20, 6.52, 2.97)
H (-0.29, 7.87, 1.83)
H (1.50, 6.16, 0.79)
H (1.66, 4.50, -1.02)
H (-2.71, 5.49, 0.86)
H (-4.26, 4.78, -0.19)
H (-7.16, 2.78, -1.42)
H (-6.85, 4.49, -1.71)
H (-6.33, 3.26, 0.77)
H (-5.55, 1.71, -2.87)
H (-3.16, 1.25, -3.34)
C (-3.19, -0.96, 7.47)
C (-2.69, -0.67, 6.08)
C (-3.14, 0.42, 5.36)
C (-2.69, 0.70, 4.07)
C (-3.24, 1.91, 3.35)
C (-1.73, -0.12, 3.44)
Se (-1.12, 0.26, 1.68)
C (-1.28, -1.24, 4.18)
C (-0.27, -2.21, 3.61)
C (-1.75, -1.48, 5.46)
H (-3.92, -0.21, 7.79)
H (-2.39, -0.96, 8.21)
H (-3.68, -1.94, 7.53)
H (-3.88, 1.09, 5.80)
H (-3.97, 2.43, 3.98)
H (-3.71, 1.61, 2.41)
H (-2.44, 2.60, 3.07)
H (0.02, -1.92, 2.60)
H (-0.68, -3.22, 3.58)
H (0.63, -2.24, 4.23)
H (-1.37, -2.35, 5.99)

Results of the Löwdin charge analysis, in e, for atoms 1 through 8: 0.414, 1.213, -0.562, -0.150, -0.175, 0.039, -0.166, -0.131